# 1
A cluster of 2 separate species, C4H12N2 in total, computed with ωB97M-V/def2-TZVPD.

**Lowest unoccupied orbital energy (alpha / beta)**: 0.474 / 0.851 eV
**Total charge**: 0
**Relative energy (zero: lowest compared OMol25 entry of this formula, charge and spin)**: 487.40 kJ/mol
**HOMO-LUMO gap (alpha / beta)**: 0.2273 / 0.2805 Ha

Geometry (Å):
H  0.34  -1.07  -0.86
H  2.82  0.07  -0.47
C  2.39  0.79  0.24
C  0.97  1.17  -0.11
H  -1.26  -0.08  1.38
H  -2.35  -1.82  -0.70
H  0.63  -1.46  0.72
C  -1.23  -0.44  0.34
N  0.23  -0.75  0.10
H  0.82  1.53  -1.12
H  -2.29  1.37  -0.27
H  -1.67  -2.47  0.67
H  2.47  0.38  1.25
H  -1.71  0.32  -1.63
H  3.01  1.69  0.19
N  -2.07  -1.64  0.26
C  -1.54  0.65  -0.60
H  0.45  1.77  0.61



# 2
A cluster of 2 separate species, C4H4O in total, computed with ωB97M-V/def2-TZVPD.

**Lowest unoccupied orbital energy**: -0.480 eV
**Total charge**: 0
**Relative energy (zero: lowest compared OMol25 entry of this formula, charge and spin)**: 625.16 kJ/mol
**HOMO-LUMO gap**: 0.3579 Ha

Geometry (Å):
O  0.65  1.32  0.94
H  -1.42  -0.56  0.90
H  -0.47  -1.83  0.12
H  1.90  -0.61  0.14
C  -0.98  0.32  -1.99
C  -0.41  -0.01  -0.92
C  0.50  0.15  0.25
C  -0.64  -0.81  0.30
H  0.88  2.03  0.25



# 3
A structure of composition C18H26N3O2PdSTe, computed with ωB97M-V/def2-TZVPD.

**Lowest unoccupied orbital energy**: 2.321 eV
**Total charge**: -1
**Relative energy (zero: lowest compared OMol25 entry of this formula, charge and spin)**: 107.65 kJ/mol
**HOMO-LUMO gap**: 0.2375 Ha

Geometry (Å):
H  -4.71  -1.41  2.07
H  0.00  -0.14  -6.36
N  3.65  0.82  -0.35
H  -2.48  -0.35  -6.27
H  3.35  -0.08  1.50
C  2.75  0.18  0.62
H  3.72  1.47  -2.33
C  -1.73  -1.32  -3.09
H  -1.53  -3.44  3.66
H  2.81  2.30  2.25
C  -0.49  -0.48  -5.45
C  -0.33  -1.21  -3.14
H  -1.40  -0.77  4.33
H  -2.80  -1.90  0.83
H  2.26  0.58  -1.89
H  1.08  4.00  2.66
H  -4.02  0.00  2.51
C  -0.71  1.81  0.80
H  4.01  2.77  0.47
H  -1.72  1.67  0.43
C  -0.45  -3.32  3.80
S  0.75  -1.61  -1.78
O  -1.88  -2.43  -0.96
C  2.98  1.32  -1.54
C  4.52  1.84  0.21
H  2.46  2.27  -1.37
H  -1.18  3.72  1.66
C  -2.48  -0.99  -4.22
H  -0.07  0.40  4.05
H  1.35  -0.67  -4.35
H  -3.55  -1.06  -4.14
C  0.85  3.13  2.06
H  0.07  -4.24  3.55
O  -3.68  -1.36  -1.75
C  1.82  2.17  1.82
Pd  -0.59  -0.90  0.06
H  -1.42  0.26  2.88
C  -2.50  -1.73  -1.84
H  5.02  1.45  1.11
C  0.25  0.83  0.57
N  -3.82  -0.95  2.26
C  0.27  -0.77  -4.33
C  -0.78  -0.27  3.58
H  5.29  2.08  -0.53
H  -0.23  -3.02  4.82
C  1.56  1.04  1.03
H  2.38  -0.73  0.17
C  -1.87  -0.59  -5.40
N  -3.03  -0.94  1.05
C  -0.42  2.97  1.52
H  -3.57  -0.64  0.25
Te  0.26  -1.78  2.49



# 4
The molecule C12H29N2O6PS2, computed with ωB97M-V/def2-TZVPD.

**Lowest unoccupied orbital energy**: 0.738 eV
**Total charge**: 0
**Relative energy (zero: lowest compared OMol25 entry of this formula, charge and spin)**: 6.92 kJ/mol
**HOMO-LUMO gap**: 0.3736 Ha
**SMILES string**: CCN(CC)S(=O)(=O)CCP(=O)(O)CCS(=O)(=O)N(CC)CC

Geometry (Å):
P  -0.07  -0.74  0.03
H  -3.08  -2.89  5.85
H  2.42  -1.15  -4.24
H  1.54  1.05  -1.30
H  -4.08  -1.23  4.24
H  -1.42  0.55  -1.57
C  -1.77  -2.27  1.51
H  -0.35  2.17  4.50
H  -0.40  0.14  3.08
H  -3.11  -0.46  5.51
C  -2.51  -2.48  5.03
H  -0.91  1.49  -0.18
S  0.48  0.62  -3.42
H  1.29  2.62  -4.84
O  -2.11  0.31  1.23
O  1.01  -1.43  -0.95
C  -1.40  -2.03  0.07
H  3.64  -0.05  -4.89
H  0.50  2.39  -1.89
O  -0.48  1.40  -4.13
H  -1.96  1.79  5.13
H  -2.46  -3.10  1.65
C  2.94  -0.21  -4.06
C  2.26  2.13  -4.70
H  -1.47  -2.39  5.34
N  -2.31  -0.45  3.61
H  -0.59  -0.30  4.79
C  3.17  3.00  -3.84
C  -0.58  0.78  -0.92
H  3.25  3.99  -4.29
O  0.24  -0.80  -3.35
H  4.16  0.65  -2.48
H  4.17  2.58  -3.78
C  -1.30  1.68  4.28
H  2.77  3.12  -2.84
H  0.73  -1.44  -1.88
N  1.95  0.84  -4.12
H  3.05  -0.61  -1.93
H  -2.56  -3.17  4.19
H  -1.75  2.17  3.42
H  -0.99  -2.94  -0.38
H  2.72  1.97  -5.68
C  3.70  -0.30  -2.74
C  0.58  1.31  -1.74
H  4.49  -1.04  -2.84
O  -4.05  -1.02  1.94
C  -1.06  0.21  3.94
O  0.60  -0.50  1.31
H  -0.88  -2.38  2.13
C  -3.07  -1.11  4.64
S  -2.64  -0.76  2.04
H  -2.28  -1.72  -0.49



# 5
A cluster of 3 separate species, C28H44BrF6N3O11S in total, computed with ωB97M-V/def2-TZVPD.

**Lowest unoccupied orbital energy**: -0.551 eV
**Total charge**: 0
**HOMO-LUMO gap**: 0.3311 Ha
**SMILES string**: C#C[C@H](OC[C@@](CN)(O[C@H](CC(=O)Br)OC[C@@H](C)CC(C)C)C(=O)C(F)(F)C(F)(F)C(F)(F)C(=O)O)S(C)(=O)=O.CNC(C)=O.CNC(C)=O

Geometry (Å):
C  1.38  0.59  2.20
H  2.18  1.76  5.34
H  -5.98  -5.14  -0.66
H  2.11  0.46  3.07
H  4.71  2.62  3.66
C  0.72  1.57  -2.05
H  -1.34  1.39  2.03
H  -3.56  -0.39  5.16
H  -3.13  -2.91  -9.38
H  -3.82  3.28  1.50
H  -1.38  0.45  -8.65
H  -1.92  0.00  3.54
H  -1.66  -2.08  1.94
C  1.73  2.79  5.38
H  -4.74  -5.67  0.49
C  -5.04  -3.43  -2.87
H  -4.56  0.60  3.93
C  -2.83  -0.45  3.04
C  6.93  -2.54  1.90
F  4.41  -1.37  -1.34
C  -4.91  -5.20  -0.48
H  1.73  2.07  -2.21
C  0.41  1.63  -0.45
C  -4.30  -3.82  -0.48
H  -3.98  -2.16  -1.54
F  4.29  -1.31  1.90
F  5.28  -3.39  0.41
C  -1.94  1.79  -0.10
H  1.54  3.06  6.46
C  -2.29  1.59  1.45
N  -1.85  -2.18  -7.93
C  -2.05  0.27  -7.81
H  0.07  0.60  -0.18
F  6.98  -2.08  -0.45
O  -1.38  -1.14  -6.00
N  0.57  -0.63  2.01
O  6.53  -3.39  2.66
O  2.03  -0.98  -0.48
H  1.22  -1.43  2.01
C  6.05  -2.25  0.57
C  -3.27  0.37  1.73
O  -3.73  -3.36  0.50
H  -3.09  0.29  -8.15
H  -4.69  -1.26  3.93
H  5.18  6.39  1.28
O  2.94  2.83  2.43
H  0.75  2.88  4.84
C  4.93  5.60  2.03
H  -2.17  -2.56  3.62
H  -2.47  -1.31  -9.76
H  0.87  0.50  -2.40
O  2.09  5.16  4.24
Br  -1.66  1.33  -3.94
C  -2.25  -2.28  -9.32
H  4.14  2.34  0.81
H  -3.04  2.86  3.15
O  -0.29  3.57  -2.97
H  -5.84  -2.71  -3.07
S  2.93  4.06  4.76
H  0.04  -0.75  2.89
H  8.18  -1.89  3.15
C  -2.88  2.95  2.03
F  6.10  0.03  1.29
H  -4.36  0.67  1.81
O  1.61  2.08  0.17
H  -2.79  2.44  -0.52
C  2.77  -0.17  0.04
C  -4.02  -0.37  4.14
F  4.89  0.76  -0.92
H  -1.92  1.07  -7.08
C  -2.48  -1.97  2.70
N  -4.41  -3.08  -1.61
H  -1.44  -2.75  -9.88
C  2.25  1.04  0.94
O  -0.71  2.51  -0.29
H  4.11  1.12  2.27
H  0.75  1.49  2.49
H  -2.10  3.75  1.88
C  3.92  3.36  3.33
C  3.53  1.79  1.58
O  8.09  -1.84  2.17
C  5.19  -0.95  0.88
H  -4.43  -5.82  -1.25
H  -3.21  -0.39  0.88
H  -3.42  -2.42  2.24
H  -2.00  0.82  -0.69
H  -4.30  -3.38  -3.66
H  -1.62  -3.02  -7.44
C  4.57  4.59  2.59
C  -0.31  2.38  -2.92
H  -5.47  -4.43  -2.84
C  4.33  -0.39  -0.33
O  3.79  4.56  5.85
C  -1.74  -1.06  -7.17



# 6
A cluster of 2 separate species, C8H12O2 in total, computed with ωB97M-V/def2-TZVPD.

**Lowest unoccupied orbital energy (alpha / beta)**: -3.581 / -7.647 eV
**Total charge**: +1
**Relative energy (zero: lowest compared OMol25 entry of this formula, charge and spin)**: 62.94 kJ/mol
**HOMO-LUMO gap (alpha / beta)**: 0.3719 / 0.2224 Ha
**Expectation value of S²**: 0.766
**2S+1**: 2

Geometry (Å):
H  -0.30  -2.46  -4.05
H  -0.69  -0.12  -0.81
C  -0.88  -1.42  1.49
C  -0.35  0.49  0.04
H  -1.34  -1.18  -2.77
H  1.13  -2.19  -2.96
H  -0.08  -2.10  1.67
H  1.46  2.47  2.89
H  0.54  0.31  3.34
C  0.22  1.70  -0.24
O  -0.54  -1.43  -2.28
H  -0.07  -3.44  -2.44
C  0.38  0.67  2.33
H  0.81  4.20  0.07
O  1.42  3.63  0.59
H  -1.56  -1.45  2.33
H  -0.09  2.23  -1.15
H  -1.58  -1.79  0.63
C  0.11  -2.52  -3.00
C  0.87  1.98  2.13
C  -0.30  -0.03  1.37
C  0.84  2.45  0.81



# 7
A cluster of 4 separate species, C14H25Br2N3 in total, computed with ωB97M-V/def2-TZVPD.

**Lowest unoccupied orbital energy**: 0.565 eV
**Total charge**: 0
**Relative energy (zero: lowest compared OMol25 entry of this formula, charge and spin)**: 170.25 kJ/mol
**HOMO-LUMO gap**: 0.3924 Ha
**SMILES string**: BrCCBr.CCCC#N.CCCC#N.CCCC#N

Geometry (Å):
N  1.88  -0.09  -2.81
H  -2.07  -3.64  1.52
H  -2.88  -4.81  2.43
N  -4.28  -0.47  2.09
C  -0.25  1.37  -5.35
H  -1.75  -2.26  3.73
Br  5.97  1.16  1.43
C  -1.38  0.32  0.25
H  1.69  0.92  3.24
H  -2.12  1.04  2.13
H  1.73  -0.66  2.72
C  -1.77  -3.34  3.68
H  3.23  1.72  0.14
C  -1.18  0.95  1.58
H  -0.07  2.87  -3.69
H  -4.44  -3.15  3.50
H  3.90  0.84  -1.15
H  -0.62  0.12  3.64
C  -2.64  -3.75  2.44
H  6.05  2.42  -0.81
Br  3.17  3.07  -2.05
H  1.75  0.70  1.63
H  -2.09  -3.68  4.67
H  -0.27  3.43  -5.41
H  -1.25  1.53  -5.75
H  1.21  2.87  -4.93
C  0.91  0.03  -3.42
C  0.16  2.68  -4.74
H  -0.76  1.95  1.51
C  -4.12  -1.62  2.31
C  1.23  0.28  2.49
C  5.25  2.28  -0.09
H  -0.48  -0.80  -4.58
N  -1.53  -0.22  -0.79
C  3.90  1.84  -0.71
H  -1.05  0.51  -3.50
C  -4.04  -3.09  2.49
H  0.36  1.11  -6.22
H  -4.78  -3.65  1.91
H  -0.72  -3.55  3.48
H  -0.55  -0.93  2.50
H  5.30  3.34  0.16
C  -0.29  0.22  -4.23
C  -0.31  0.13  2.59



# 8
The molecule C2H3NO, computed with ωB97M-V/def2-TZVPD.

**Lowest unoccupied orbital energy**: 0.621 eV
**Total charge**: 0
**Relative energy (zero: lowest compared OMol25 entry of this formula, charge and spin)**: 74.51 kJ/mol
**HOMO-LUMO gap**: 0.4486 Ha
**SMILES string**: N#CCO

Geometry (Å):
C  0.36  0.32  0.28
H  -0.53  0.64  -1.40
H  -0.23  0.98  0.95
H  1.41  0.13  0.66
N  -1.05  -1.89  0.30
O  0.41  0.79  -1.09
C  -0.37  -0.97  0.30



Computed max |F| (hartree/bohr) in order:
0.01050; 0.09859; 0.03449; 0.02663; 0.08683; 0.07421; 0.07814; 0.04018